(a)
19
Properties=species:S:1:pos:R:3 method="wB97M-V/def2-TZVPD" total_charge=-1
C -1.3433 -2.9499 0.4189
N -0.3486 -2.1563 -0.2889
C 0.0390 -0.9802 0.4287
C 0.6789 0.1161 -0.4739
S 0.7939 1.7507 0.2824
C 0.9052 -1.2158 1.6703
H -1.1756 -2.9267 1.5014
H -2.2902 -2.4085 0.3095
H -1.4985 -3.9293 -0.0283
H 0.4866 -2.6941 -0.4960
H -0.8810 -0.4628 0.7471
H 1.6754 -0.3222 -0.6447
H 0.1390 0.1259 -1.4135
H 0.3833 -1.4923 2.5881
H 1.3772 -0.2438 1.8528
H 1.6989 -1.9309 1.4203
H -0.8275 2.6177 -1.5416
H -0.4812 3.4774 -2.7015
O -1.2517 3.2568 -2.1518


(b)
19
Properties=species:S:1:pos:R:3 method="wB97M-V/def2-TZVPD" total_charge=-1
C -0.5469 0.7862 1.8399
N 0.1103 -0.2017 1.0045
C 0.5617 0.3575 -0.2920
C -0.4691 0.4353 -1.4010
S 0.2408 1.2886 -2.8828
C 1.8615 -0.3637 -0.7340
H 0.1843 1.4389 2.3450
H -1.2522 1.3583 1.2478
H -1.0365 0.2991 2.6536
H 0.7743 -0.8163 1.4390
H 0.9005 1.3645 -0.1126
H -0.9364 -0.5095 -1.6761
H -1.2619 1.1230 -1.0864
H 2.3332 -0.9006 0.0907
H 2.5307 0.3731 -1.1681
H 1.6713 -0.9981 -1.6015
H -2.2346 -1.8430 -0.5843
H -1.4022 -1.2275 0.5719
O -2.0287 -1.9641 0.3463


Most stable structure, least stable structure: (a), (b).


(a)
9
Properties=species:S:1:pos:R:3 method="wB97M-V/def2-TZVPD" total_charge=0
C 0.1516 -1.1083 -1.2038
N 0.8979 0.5076 0.5894
P -0.2757 1.6890 0.9110
I 1.2191 -0.6967 2.1614
H 0.7161 -0.6020 -1.9169
H 0.2372 -2.1362 -0.7110
H -0.7070 -0.5338 -1.0768
H -0.9435 1.7325 -0.3854
H -1.2956 1.1479 1.6320


(b)
9
Properties=species:S:1:pos:R:3 method="wB97M-V/def2-TZVPD" total_charge=0
C 1.7444 -0.5211 -0.3230
N -1.6264 0.2956 -0.1895
P -2.5559 -0.4117 0.8091
I -1.3766 2.2612 -0.6072
H 1.1657 -0.7784 0.5158
H 1.4489 0.4522 -0.7721
H 1.7746 -1.3530 -1.0585
H 2.7594 -0.4572 0.0079
H -3.3341 0.5123 1.6176


Most stable structure, least stable structure: (b), (a).


(a)
19
Properties=species:S:1:pos:R:3 method="wB97M-V/def2-TZVPD" total_charge=0
C 0.9839 1.5063 0.9882
C 1.3105 1.1467 -1.2935
C -0.8606 -0.9846 1.8794
C -0.8808 -1.6339 -1.3767
N 0.5505 0.7744 -0.0963
Si -0.6630 -0.4822 0.0736
Cl -3.6358 0.4678 -0.3217
H 1.1776 2.4202 0.6093
H 0.2658 1.6689 1.7085
H 1.8628 1.1906 1.4367
H 1.1052 2.1705 -1.6131
H 2.3530 1.0686 -1.0559
H 1.0673 0.5517 -2.0996
H -0.0394 -0.4546 2.3485
H -1.8238 -0.7972 2.2894
H -0.7585 -1.9700 1.8268
H -0.3950 -1.4749 -2.2822
H -0.7270 -2.6498 -1.0028
H -1.9479 -1.7370 -1.4420


(b)
19
Properties=species:S:1:pos:R:3 method="wB97M-V/def2-TZVPD" smiles=CN[Si@@H](Cl)C(C)C total_charge=0
C 1.6416 -1.3915 -1.7640
N 1.5996 0.1031 -1.6922
Si 0.3997 0.9775 -0.8107
Cl -1.4136 0.6731 -2.5458
C -0.7236 0.5370 0.6851
C -1.2479 -0.8209 0.5103
C -1.8703 1.4867 0.8133
H 1.8342 -1.8191 -0.8528
H 0.8329 -1.9727 -2.3087
H 2.6017 -1.6393 -2.3292
H 2.1275 0.5703 -2.4933
H 0.7315 2.4656 -0.8602
H -0.2728 0.6332 1.7430
H -0.7186 -1.6544 0.3238
H -1.8794 -1.0997 1.4207
H -1.8358 -0.8588 -0.3589
H -2.4482 1.4269 -0.1480
H -1.6284 2.4579 1.0836
H -2.5865 1.1806 1.5752


Most stable structure, least stable structure: (b), (a).


(a)
15
Properties=species:S:1:pos:R:3 method="wB97M-V/def2-TZVPD" total_charge=0
C 1.1831 1.0064 -0.8606
C 1.5788 1.2949 0.4677
S -4.5704 0.3763 0.3813
N -1.5168 -0.1249 -0.2736
C -1.4759 -1.3379 0.1424
O 1.5300 -1.2634 0.5120
H 1.8411 1.2396 -1.6727
H 0.1546 1.0863 -1.1068
H 0.7803 1.7075 1.1184
H 2.5813 1.5310 0.7348
H -2.5071 0.2894 -0.1218
H 1.3541 0.0585 0.0893
H -2.5031 -1.9173 -0.0273
H -0.6656 -2.0618 0.2469
H 2.2355 -1.8847 0.3702


(b)
15
Properties=species:S:1:pos:R:3 method="wB97M-V/def2-TZVPD" smiles="NC=O.CCS" total_charge=0
N -1.8069 -1.3016 1.2337
C -0.8032 -2.1624 0.8573
O -0.6135 -2.4981 -0.2852
H -1.5205 -0.6204 1.9100
H -2.4634 -1.0613 0.5074
H -0.2762 -2.6692 1.6796
C 0.4427 1.8984 -1.3394
C 0.9170 0.6128 -0.6939
S 0.9775 0.7408 1.1645
H 1.0015 2.7812 -1.0233
H -0.6111 2.0667 -1.1067
H 0.5344 1.8162 -2.4228
H 0.1318 -0.1215 -0.8366
H 1.9177 0.3046 -0.9598
H 2.1722 0.2138 1.3152


Most stable structure, least stable structure: (b), (a).


(a)
11
Properties=species:S:1:pos:R:3 method="wB97M-V/def2-TZVPD" total_charge=+1
C 0.1135 0.6502 0.2321
C -0.3852 -1.6427 -0.6930
N -0.0500 0.7141 1.5262
N 0.5899 1.4796 -0.6468
H -0.4562 -1.6803 -1.7802
H 0.5602 -2.0541 -0.3673
H -1.1914 -1.7281 0.0380
H -0.0427 -0.1285 2.1159
H -0.1209 1.6222 2.1221
H 0.7629 1.1949 -1.5502
H 0.6652 2.5684 -0.6546


(b)
11
Properties=species:S:1:pos:R:3 method="wB97M-V/def2-TZVPD" total_charge=+1
C 0.4312 0.0109 -0.0262
C -1.7019 0.1023 -0.0044
N 1.1515 1.0509 -0.2742
N 0.8217 -1.1802 0.2148
H -2.2848 -0.8139 0.1017
H -1.8530 0.8176 0.7691
H -1.6049 0.4236 -1.1188
H 0.8871 2.1082 -0.4201
H 2.1196 0.7846 -0.2129
H 0.2297 -1.9125 0.7518
H 1.8038 -1.3917 0.2190


Most stable structure, least stable structure: (b), (a).